{
  "formula": "C16H36BFNO8",
  "method": "ωB97M-V/def2-TZVPD",
  "symbols": ["N", "B", "F", "H", "H", "H", "H", "O", "C", "O", "C", "C", "C", "H", "H", "H", "H", "H", "H", "H", "H", "O", "C", "O", "C", "C", "C", "H", "H", "H", "H", "H", "H", "H", "H", "O", "C", "O", "C", "C", "C", "H", "H", "H", "H", "H", "H", "H", "H", "O", "C", "O", "C", "C", "C", "H", "H", "H", "H", "H", "H", "H", "H"],
  "positions_angstrom": [[-1.065, 0.675, 0.006], [-0.795, -0.288, 1.178], [0.163, -1.356, 0.765], [-0.467, 1.495, -0.023], [-2.035, 0.958, 0.023], [-0.327, 0.255, 2.190], [-1.870, -0.816, 1.464], [1.862, 1.909, -0.051], [2.706, 1.187, 0.406], [3.845, 1.037, -0.344], [4.954, 0.276, 0.128], [4.789, -1.205, -0.148], [2.531, 0.394, 1.661], [5.132, 0.467, 1.187], [5.809, 0.675, -0.421], [3.925, -1.609, 0.380], [5.680, -1.749, 0.172], [4.641, -1.371, -1.215], [1.950, -0.497, 1.389], [1.894, 0.963, 2.331], [3.457, 0.114, 2.155], [0.394, 7.612, -3.464], [0.438, 6.483, -3.046], [1.592, 6.035, -2.527], [1.694, 4.746, -1.881], [1.928, 3.618, -2.854], [-0.751, 5.554, -3.154], [0.819, 4.563, -1.259], [2.542, 4.854, -1.208], [1.093, 3.494, -3.545], [2.038, 2.698, -2.280], [2.831, 3.789, -3.442], [-0.730, 5.105, -4.147], [-1.648, 6.160, -3.072], [-0.779, 4.755, -2.420], [-2.560, -0.986, 4.013], [-2.064, -2.020, 4.330], [-0.824, -1.999, 4.906], [-0.186, -3.179, 5.377], [0.555, -3.908, 4.273], [-2.711, -3.349, 4.008], [-0.895, -3.837, 5.885], [0.517, -2.824, 6.132], [-0.129, -4.256, 3.499], [1.087, -4.770, 4.680], [1.272, -3.235, 3.804], [-2.447, -3.584, 2.975], [-3.786, -3.201, 4.052], [-2.425, -4.179, 4.647], [-4.329, -1.527, -0.198], [-3.659, -1.656, -1.182], [-3.987, -0.896, -2.267], [-3.133, -0.823, -3.409], [-3.371, -1.956, -4.389], [-2.548, -2.670, -1.289], [-2.090, -0.755, -3.096], [-3.387, 0.131, -3.871], [-3.136, -2.923, -3.944], [-2.743, -1.823, -5.272], [-4.416, -1.969, -4.702], [-3.013, -3.632, -1.517], [-2.026, -2.718, -0.336], [-1.804, -2.437, -2.043]],
  "atomic_forces_ev_per_a": [[0.165, -0.309, -0.011], [-0.410, 0.082, -0.083], [0.131, 0.009, -0.019], [-0.168, -0.112, 0.024], [0.029, 0.172, -0.046], [0.134, -0.049, -0.102], [0.146, -0.161, -0.052], [0.193, 0.180, 0.174], [-0.087, -0.120, -0.437], [-0.003, 0.077, 0.227], [0.009, -0.058, -0.065], [-0.029, 0.029, -0.009], [0.029, 0.069, 0.043], [0.010, 0.019, -0.001], [0.006, -0.026, -0.004], [0.006, -0.008, 0.005], [-0.001, -0.004, -0.006], [0.005, -0.012, 0.003], [-0.037, 0.025, 0.025], [-0.057, -0.018, 0.015], [-0.018, -0.019, -0.003], [-0.028, -0.016, -0.009], [0.100, -0.004, -0.062], [-0.112, -0.013, 0.074], [0.014, -0.020, 0.025], [-0.005, -0.064, -0.093], [0.000, 0.046, 0.070], [0.010, 0.001, 0.017], [0.018, -0.013, -0.017], [-0.029, 0.015, 0.034], [0.022, -0.018, -0.037], [0.018, 0.035, 0.036], [-0.003, -0.007, 0.002], [-0.009, -0.003, -0.037], [0.004, -0.011, -0.003], [-0.283, 0.195, 0.454], [0.380, -0.082, -0.361], [-0.246, -0.005, 0.160], [0.091, -0.054, -0.065], [-0.015, 0.050, -0.001], [-0.021, 0.050, 0.033], [-0.020, 0.021, 0.008], [0.011, -0.012, -0.001], [0.010, -0.002, -0.007], [0.008, 0.001, 0.012], [-0.018, -0.005, -0.035], [-0.001, 0.016, -0.010], [-0.005, -0.011, -0.043], [0.016, -0.009, 0.002], [-0.116, -0.180, -0.055], [-0.086, 0.204, 0.120], [0.129, -0.130, -0.019], [0.064, 0.114, 0.027], [-0.046, 0.006, 0.048], [0.201, 0.165, 0.033], [-0.001, 0.005, 0.017], [0.006, -0.006, -0.019], [0.017, -0.005, -0.016], [-0.004, 0.003, -0.006], [0.002, -0.004, -0.010], [0.059, -0.038, 0.021], [-0.144, 0.060, 0.085], [-0.037, -0.036, -0.052]],
  "nbo_charge": [-1.14, 0.40, -0.61, 0.36, 0.35, -0.18, -0.15, -0.59, 0.81, -0.53, -0.06, -0.64, -0.78, 0.17, 0.18, 0.23, 0.20, 0.21, 0.32, 0.27, 0.20, -0.60, 0.80, -0.51, -0.07, -0.65, -0.74, 0.19, 0.20, 0.20, 0.27, 0.20, 0.24, 0.24, 0.23, -0.52, 0.79, -0.51, -0.06, -0.64, -0.75, 0.16, 0.18, 0.21, 0.20, 0.23, 0.26, 0.24, 0.20, -0.57, 0.81, -0.52, -0.08, -0.64, -0.75, 0.20, 0.19, 0.21, 0.21, 0.21, 0.22, 0.28, 0.22],
  "total_charge": -1,
  "e_tot_ev": -38442.809,
  "fmax_ev_per_a": 0.6
}

{
  "formula": "C16H36BrCl10NO6Si2",
  "method": "ωB97M-V/def2-TZVPD",
  "symbols": ["C", "C", "C", "Br", "Si", "O", "C", "O", "C", "C", "O", "O", "Si", "C", "O", "C", "C", "C", "O", "C", "N", "H", "H", "H", "H", "H", "H", "H", "H", "H", "H", "H", "H", "H", "H", "H", "H", "H", "H", "H", "H", "H", "H", "H", "H", "H", "H", "C", "Cl", "Cl", "H", "H", "C", "Cl", "Cl", "H", "H", "C", "Cl", "Cl", "H", "H", "C", "Cl", "Cl", "H", "H", "C", "Cl", "Cl", "H", "H"],
  "positions_angstrom": [[-4.318, -2.637, 3.019], [-3.179, -3.588, 2.641], [-2.570, -3.381, 1.250], [-3.923, -3.597, -0.144], [-1.642, -1.739, 1.027], [-0.836, -1.440, 2.460], [-2.885, -0.350, 0.826], [-2.217, 0.860, 0.380], [-3.082, 1.917, 0.226], [-3.108, 2.500, -1.166], [-3.737, 2.363, 1.131], [-0.625, -1.846, -0.262], [1.016, -1.519, -0.128], [1.662, -1.602, -1.906], [1.638, -0.283, -2.467], [2.896, 0.362, -2.539], [1.951, -2.760, 0.951], [3.368, -2.298, 1.309], [4.039, -1.759, 0.157], [3.440, -1.201, 2.384], [2.736, -1.452, 3.631], [-4.953, -3.115, 3.766], [-3.953, -1.714, 3.472], [-4.959, -2.376, 2.179], [-2.416, -3.515, 3.419], [-3.576, -4.605, 2.666], [-1.827, -4.163, 1.079], [-0.616, -2.290, 2.860], [-3.313, -0.156, 1.811], [-3.669, -0.617, 0.115], [-3.045, 3.577, -1.041], [-2.301, 2.098, -1.783], [-4.095, 2.288, -1.575], [1.244, -0.173, 0.426], [0.960, -2.201, -2.500], [2.633, -2.091, -1.986], [2.974, 0.812, -3.532], [3.746, -0.309, -2.437], [2.989, 1.172, -1.810], [2.063, -3.686, 0.374], [1.437, -3.047, 1.871], [3.973, -3.140, 1.662], [4.668, -2.405, -0.170], [4.499, -1.100, 2.630], [3.147, -0.245, 1.951], [3.129, -2.232, 4.140], [1.752, -1.610, 3.466], [0.329, 3.624, -0.129], [1.391, 2.962, -1.367], [1.180, 4.751, 0.938], [-0.478, 4.153, -0.613], [-0.048, 2.805, 0.469], [3.248, 4.573, 4.204], [4.345, 3.954, 2.967], [4.058, 5.685, 5.316], [2.440, 5.102, 3.714], [2.862, 3.736, 4.773], [4.261, -1.833, -5.719], [5.031, -1.251, -7.198], [5.124, -1.304, -4.270], [3.250, -1.442, -5.677], [4.248, -2.916, -5.737], [-5.508, 5.399, -1.351], [-6.187, 3.780, -1.169], [-4.148, 5.418, -2.487], [-6.276, 6.063, -1.728], [-5.160, 5.735, -0.381], [-0.885, -0.206, -3.710], [-1.230, 1.513, -3.952], [-2.278, -1.069, -3.042], [-0.629, -0.644, -4.667], [-0.055, -0.294, -3.015]],
  "atomic_forces_ev_per_a": [[0.009, 0.070, 0.278], [-0.742, -0.104, -0.261], [0.609, 0.433, 0.421], [0.184, -0.078, -0.027], [-0.850, 0.209, -0.295], [0.014, -0.490, -0.480], [0.571, 0.375, 0.359], [-0.379, -0.253, -0.448], [-0.039, 0.527, 0.082], [0.526, -0.323, 0.694], [0.153, -0.511, -0.118], [0.515, 0.061, 0.971], [0.345, -0.196, -0.297], [-0.542, -0.035, 0.253], [0.933, -0.359, 0.120], [0.284, 0.642, -0.284], [0.197, -0.233, -0.236], [0.230, 0.315, 0.134], [-0.160, 0.064, -0.005], [0.462, -0.283, 0.106], [-0.124, 0.197, -0.230], [-0.010, 0.029, 0.021], [0.073, 0.049, -0.105], [0.055, -0.069, -0.091], [0.200, -0.123, -0.130], [0.123, -0.068, 0.083], [-0.143, -0.132, -0.161], [0.144, 0.183, 0.316], [-0.260, -0.076, -0.045], [-0.051, -0.003, 0.034], [0.073, 0.013, -0.203], [-0.368, 0.190, 0.130], [0.205, -0.101, -0.203], [-0.136, 0.118, -0.068], [-0.024, -0.055, 0.041], [0.124, 0.230, -0.034], [-0.025, 0.047, 0.010], [-0.311, -0.123, 0.258], [-0.033, -0.341, 0.091], [-0.170, -0.024, -0.024], [-0.112, 0.050, -0.026], [-0.242, -0.148, 0.122], [0.026, -0.026, -0.060], [0.008, 0.129, -0.054], [-0.236, -0.028, 0.026], [-0.059, -0.073, -0.042], [-0.054, 0.036, 0.152], [-0.015, -0.062, 0.096], [-0.139, 0.129, -0.001], [-0.021, 0.066, 0.031], [-0.073, 0.112, -0.072], [-0.005, -0.079, 0.055], [-0.082, -0.037, -0.011], [0.004, -0.027, -0.016], [-0.031, 0.005, 0.017], [0.046, 0.039, -0.022], [0.066, -0.013, 0.021], [-0.090, -0.031, -0.030], [-0.033, -0.018, 0.000], [0.255, -0.220, -0.199], [0.032, 0.068, 0.004], [0.072, 0.003, 0.001], [0.012, 0.040, 0.054], [-0.315, 0.113, 0.022], [-0.089, 0.262, -0.098], [-0.012, -0.061, -0.064], [0.081, -0.067, -0.016], [-0.116, -0.127, 0.135], [0.166, -0.020, -0.266], [-0.171, -0.066, -0.064], [-0.112, 0.021, -0.073], [-0.422, 0.260, -0.275]],
  "lowdin_charge": [-0.12, -0.34, -0.71, 0.71, 0.30, -0.11, -0.18, -0.09, -0.53, -0.05, 0.11, -0.27, 0.62, -0.25, -0.33, -0.17, -0.20, -0.43, -0.06, -0.25, 0.02, 0.07, 0.07, 0.05, 0.10, 0.10, 0.06, 0.05, 0.09, 0.08, 0.03, 0.01, 0.05, 0.05, 0.09, 0.07, 0.09, 0.01, 0.02, 0.09, 0.06, 0.14, 0.10, 0.12, 0.11, 0.07, 0.04, -1.01, 0.59, 0.53, 0.02, 0.02, -1.04, 0.49, 0.50, 0.00, 0.03, -1.01, 0.52, 0.56, 0.02, 0.02, -0.98, 0.56, 0.54, 0.02, 0.03, -0.98, 0.55, 0.54, 0.03, -0.02],
  "total_charge": 0,
  "e_tot_ev": -241976.422,
  "fmax_ev_per_a": 1.1
}

{
  "formula": "C16H36CoIN7OTe",
  "method": "ωB97M-V/def2-TZVPD",
  "symbols": ["Co", "C", "C", "N", "C", "C", "N", "C", "C", "N", "H", "H", "H", "H", "H", "H", "H", "H", "H", "H", "H", "H", "H", "H", "H", "I", "C", "C", "N", "N", "C", "H", "H", "H", "C", "Te", "C", "H", "H", "H", "H", "H", "H", "C", "N", "C", "C", "O", "N", "C", "C", "H", "H", "H", "H", "H", "H", "H", "H", "H", "H", "H", "H"],
  "positions_angstrom": [[1.074, 0.527, 0.070], [2.244, 1.188, -2.629], [3.402, 1.075, -1.605], [2.977, 1.547, -0.284], [2.827, 3.008, -0.207], [1.663, 3.389, 0.714], [0.480, 2.536, 0.495], [-0.372, 2.896, -0.652], [0.273, 2.551, -1.998], [0.938, 1.240, -1.956], [2.382, 2.073, -3.256], [2.289, 0.323, -3.293], [3.696, 0.027, -1.503], [4.269, 1.636, -1.975], [3.671, 1.255, 0.400], [3.735, 3.495, 0.161], [2.642, 3.391, -1.205], [1.972, 3.256, 1.754], [1.414, 4.446, 0.566], [-0.107, 2.649, 1.319], [-1.294, 2.317, -0.560], [-0.631, 3.962, -0.636], [-0.513, 2.574, -2.761], [0.995, 3.320, -2.267], [0.308, 0.555, -2.368], [5.052, -2.389, 3.749], [3.294, -1.468, 3.082], [2.236, -0.993, 3.835], [1.360, -0.456, 2.970], [1.785, -0.551, 1.705], [2.956, -1.172, 1.756], [2.079, -1.003, 4.893], [0.465, -0.042, 3.182], [3.519, -1.394, 0.871], [-4.231, -0.962, -1.803], [-2.219, -0.702, -2.512], [-2.815, -0.225, -4.523], [-4.792, -1.512, -2.549], [-4.694, 0.005, -1.642], [-4.212, -1.526, -0.880], [-3.380, 0.702, -4.546], [-3.423, -1.027, -4.924], [-1.929, -0.111, -5.136], [-2.569, 0.337, 1.699], [-2.193, -1.062, 1.662], [-3.206, -1.953, 2.200], [-1.201, -1.442, 0.824], [-0.736, -0.601, -0.010], [-0.704, -2.692, 0.864], [-0.789, -3.641, 1.957], [0.062, -3.200, -0.256], [-3.490, 0.504, 1.138], [-1.775, 0.924, 1.247], [-2.732, 0.647, 2.732], [-4.188, -1.526, 1.989], [-3.109, -2.062, 3.282], [-3.155, -2.927, 1.726], [-1.088, -3.168, 2.888], [0.204, -4.078, 2.101], [-1.473, -4.461, 1.722], [0.154, -2.431, -1.019], [-0.449, -4.070, -0.673], [1.052, -3.511, 0.074]],
  "atomic_forces_ev_per_a": [[0.485, -0.087, -0.675], [0.606, 0.008, 0.023], [0.048, -0.118, -0.552], [-0.509, -0.725, 0.548], [-0.440, 0.385, 0.248], [0.229, 0.039, -0.076], [-0.244, -0.136, 0.404], [-0.188, 0.050, -0.429], [-0.410, 0.572, 0.283], [-0.479, -0.829, 0.785], [-0.104, -0.096, 0.051], [-0.057, 0.075, 0.023], [0.028, 0.086, 0.023], [-0.059, -0.149, 0.104], [-0.083, -0.017, -0.017], [-0.011, -0.131, -0.105], [0.129, -0.007, -0.050], [-0.057, 0.025, -0.057], [0.069, -0.070, 0.067], [0.111, -0.123, -0.087], [0.028, 0.033, 0.039], [0.005, -0.097, -0.014], [0.142, -0.077, 0.069], [0.000, -0.095, -0.080], [-0.070, 0.106, -0.049], [-0.596, 0.269, -0.188], [0.421, -0.269, 0.227], [0.416, -0.185, -0.359], [-0.180, 0.097, 0.253], [-0.509, 0.696, -0.817], [0.100, -0.054, 0.510], [-0.135, 0.008, 0.247], [0.071, -0.020, -0.058], [0.086, 0.003, -0.250], [0.177, 0.304, -0.054], [-0.427, 0.181, -0.889], [-0.157, -0.096, 0.203], [0.074, -0.107, -0.076], [-0.020, 0.051, 0.028], [0.035, -0.107, 0.151], [-0.006, 0.048, 0.107], [-0.018, -0.121, -0.034], [0.166, -0.037, -0.009], [0.095, 0.234, 0.032], [0.267, 0.020, -0.238], [-0.192, -0.256, 0.126], [0.209, -0.159, 0.278], [1.145, 0.784, 0.433], [-0.032, 0.173, -0.079], [-0.065, -0.191, 0.279], [0.117, 0.066, -0.380], [-0.003, 0.045, -0.028], [-0.099, 0.087, 0.079], [-0.035, 0.003, -0.003], [0.025, -0.031, -0.001], [-0.045, -0.052, -0.037], [-0.038, -0.015, 0.032], [-0.029, 0.025, -0.036], [-0.076, 0.076, 0.016], [0.005, 0.059, 0.085], [-0.055, -0.186, -0.011], [0.059, 0.030, -0.070], [0.081, 0.006, 0.053]],
  "nbo_charge": [1.31, -0.25, -0.24, -0.65, -0.25, -0.24, -0.69, -0.25, -0.24, -0.69, 0.22, 0.24, 0.21, 0.22, 0.41, 0.24, 0.21, 0.22, 0.22, 0.40, 0.23, 0.22, 0.24, 0.21, 0.42, 0.28, -0.27, -0.03, -0.31, -0.39, -0.06, 0.26, 0.43, 0.23, -0.84, 0.35, -0.86, 0.24, 0.23, 0.22, 0.23, 0.23, 0.23, -0.41, -0.43, -0.42, 0.82, -0.82, -0.42, -0.41, -0.41, 0.22, 0.21, 0.21, 0.22, 0.21, 0.23, 0.22, 0.22, 0.22, 0.23, 0.22, 0.20],
  "total_charge": 2,
  "s2": 1.076,
  "spin_multiplicity": 2,
  "e_tot_ev": -82661.404,
  "fmax_ev_per_a": 1.5
}